--- A ---
Entry from the OMol25 dataset: a structure of composition C19H31N2SSiV (the ωB97M-V functional and the def2-TZVPD basis).

Element x y z (Å)
V -0.382 -0.312 1.104
S 1.410 -1.709 1.938
Si -0.335 -0.379 -1.432
N 2.280 0.161 3.688
N 0.934 0.857 1.928
C -1.938 0.674 3.373
C -1.852 -1.714 3.016
C 0.492 -1.980 -3.628
C 2.385 1.473 4.206
C -2.643 -0.255 1.254
C -1.650 -0.602 3.838
C 2.213 -1.624 -1.869
C 0.235 -3.085 -1.415
C -0.091 1.668 -3.420
C -0.761 2.334 -1.115
C 0.711 -1.801 -2.117
C -2.423 0.856 2.075
C -2.350 -1.548 1.724
C 0.992 2.188 2.407
C 0.145 1.394 -1.929
C 1.601 1.741 -1.594
C -2.100 -0.676 -2.013
C 1.728 2.470 3.538
C 1.599 -0.119 2.578
H 0.588 1.095 -4.051
H 2.994 1.592 5.085
H 1.770 2.813 -1.750
H 2.636 -0.843 -2.502
H -3.079 -0.129 0.275
H -0.613 2.217 -0.032
H 0.492 2.933 1.811
H -0.522 3.379 -1.343
H -2.555 -1.566 -1.568
H 2.452 -1.381 -0.831
H 0.372 -3.050 -0.329
H -1.770 1.533 4.009
H -1.625 -2.707 3.377
H -2.655 1.847 1.712
H 2.757 -0.603 4.140
H 0.812 -1.109 -4.201
H 1.089 -2.829 -3.980
H -2.104 -0.827 -3.096
H 2.740 -2.553 -2.117
H 2.309 1.210 -2.230
H -0.819 -3.298 -1.616
H -2.755 0.174 -1.810
H -2.529 -2.407 1.090
H 1.864 1.521 -0.556
H -1.115 1.444 -3.733
H 0.089 2.728 -3.635
H -1.824 2.192 -1.322
H 0.810 -3.945 -1.777
H -0.546 -2.194 -3.887
H 1.804 3.489 3.892
H -1.269 -0.738 4.841

Results
total charge	+1
spin multiplicity	4
orbital gap (alpha / beta)	6.12 / 7.12	eV
⟨S²⟩	3.898
lowest unoccupied orbital energy (alpha / beta)	-0.1384 / -0.1393	Eh

--- B ---
Entry from the OMol25 dataset: a structure of composition C19H31N2SSiV (the ωB97M-V functional and the def2-TZVPD basis).

Element x y z (Å)
V -0.550 -0.502 1.295
S 1.355 -1.770 2.245
Si -0.364 -0.365 -1.291
N 2.665 0.236 3.492
N 0.885 0.786 2.066
C -2.037 -1.732 3.012
C 1.669 -0.174 2.647
C 2.881 1.519 3.794
C 2.204 -1.681 -1.515
C -0.780 2.389 -1.000
C 0.162 -3.087 -1.502
C 2.082 2.468 3.242
C -0.166 1.728 -3.303
C -2.771 0.722 1.897
C 0.772 -1.806 -3.539
C -3.056 -0.469 1.221
C 1.566 1.770 -1.517
C 0.756 -1.765 -2.005
C -1.751 -0.543 3.687
C -2.704 -1.698 1.788
C -2.135 0.679 3.137
C -2.074 -0.651 -2.092
C 0.104 1.440 -1.820
C 1.079 2.034 2.363
H -3.045 1.669 1.451
H 0.462 1.119 -3.954
H 0.426 2.743 1.865
H -0.228 -1.913 -3.960
H 1.224 -0.909 -3.964
H 2.229 3.514 3.457
H -1.724 -2.679 3.429
H -2.915 -2.615 1.254
H 3.251 -0.488 3.890
H -3.536 -0.440 0.254
H 0.183 -3.151 -0.409
H 1.752 2.843 -1.651
H 2.736 -0.843 -1.964
H 0.045 2.777 -3.538
H -2.539 -1.574 -1.739
H 2.265 -1.579 -0.427
H -1.919 1.600 3.664
H -0.563 3.433 -1.255
H -1.207 1.538 -3.570
H 2.246 1.241 -2.183
H -0.611 2.263 0.076
H 3.699 1.727 4.469
H 1.363 -2.660 -3.888
H -2.761 0.172 -1.876
H -1.844 2.223 -1.185
H -2.006 -0.724 -3.181
H 0.742 -3.931 -1.889
H -1.232 -0.575 4.636
H 1.840 1.505 -0.489
H -0.871 -3.225 -1.831
H 2.745 -2.592 -1.792

Results
total charge	+1
spin multiplicity	4
orbital gap (alpha / beta)	5.86 / 5.39	eV
⟨S²⟩	3.795
lowest unoccupied orbital energy (alpha / beta)	-0.1573 / -0.1585	Eh

What is the least stable structure shown above? It is A.